Here is a 8-piece molecular cluster, C42H85F9O21 overall in a non-equilibrium geometry from the OMol25 dataset. Energies are from wB97M-V/def2-TZVPD.

The HOMO-LUMO gap is 9.6444 eV. As for the molar mass: 1097.10 u. As for the SMILES: CCOC(=O)C(F)(F)F.CCOC(=O)C(F)(F)F.CCOC(=O)C(F)(F)F.COCCOCCOC.COCCOCCOC.COCCOCCOC.COCCOCCOC.COCCOCCOC. The calculation puts the HOMO energy at -9.091 eV. For the energy above the lowest of the compared OMol25 structures with the same formula, charge and spin, the calculation gives 124.5 kcal per mole.

Last column: Mulliken charge in e.
Geometry (Å):
C  2.773  7.432  -1.043  -0.083
C  4.629  1.456  -1.616  -0.384
C  1.098  6.465  0.227  0.290
C  -6.776  -5.118  -1.111  -0.704
C  -4.220  -0.939  1.919  -0.562
F  -1.228  6.203  -0.054  -0.235
H  -1.551  1.029  -0.459  -0.505
O  2.202  1.326  -5.236  -0.149
H  -6.493  -3.005  -1.347  0.295
H  -3.813  2.163  5.197  0.358
H  -9.556  -5.416  -3.185  0.194
H  1.880  -0.284  -4.015  0.291
F  -0.633  7.973  1.005  -0.246
C  -0.336  6.710  0.819  0.908
H  -3.295  -0.981  2.495  -0.010
H  1.989  -6.246  1.901  0.458
C  2.415  0.665  -4.006  0.329
H  3.748  -0.665  -2.823  0.300
H  3.691  1.404  -8.247  0.326
O  -11.055  -5.852  -1.883  -0.383
H  -2.626  2.270  -3.952  0.333
H  10.665  0.853  0.469  0.285
O  -1.509  3.934  -3.220  -0.361
H  -1.540  -3.374  0.803  -0.368
H  4.337  -0.375  -4.418  0.443
H  0.254  2.399  -1.074  -0.070
H  0.894  -2.561  1.683  0.335
H  -0.880  -6.504  3.318  0.309
H  -4.993  2.146  -0.280  0.374
H  0.109  -0.892  0.147  0.408
H  -3.952  -5.653  -1.142  0.333
H  -5.746  1.359  -1.664  0.381
H  -1.781  -5.122  3.977  0.320
O  -0.006  1.612  0.843  0.190
H  0.298  2.808  -7.895  0.272
O  -4.038  -0.047  0.891  0.083
H  5.214  0.640  -1.191  0.254
H  1.301  1.505  2.890  -0.516
H  -10.984  -6.406  0.183  0.370
O  -4.780  -3.931  -1.967  -0.400
F  3.722  -1.868  2.037  -0.192
C  0.256  2.717  -0.032  -0.255
C  2.753  -6.109  2.666  -0.209
C  4.359  -2.958  1.721  1.035
F  -0.576  6.065  2.022  -0.248
H  4.576  2.137  2.482  0.333
H  -6.551  -5.716  -1.994  0.307
C  2.299  1.785  3.226  -0.372
O  -0.053  2.056  5.547  -0.581
H  -2.313  2.966  5.694  0.374
H  -5.648  -3.632  -0.008  0.068
H  9.386  0.623  2.461  0.472
H  -3.456  2.542  2.980  0.043
C  -2.773  2.345  4.926  -0.389
C  3.839  -7.191  2.798  -1.324
H  7.335  2.688  3.269  0.343
H  -2.213  -3.419  2.301  0.348
C  -0.094  -2.442  2.128  -0.766
H  1.251  3.132  0.129  0.244
C  7.450  1.793  2.658  -0.386
F  0.185  -0.634  6.585  -0.303
C  -2.783  3.118  3.615  -0.733
H  -0.028  -5.100  3.818  0.214
C  -0.952  -5.417  3.334  -0.712
C  3.407  -4.139  1.568  0.298
H  5.889  0.054  1.821  0.223
O  1.471  7.548  -0.524  -0.219
O  -2.057  1.172  4.793  -0.219
H  -10.385  -3.958  -2.647  0.265
H  -3.258  4.087  3.767  0.441
H  -8.614  -6.299  0.612  0.467
C  -1.242  -3.577  1.831  0.062
C  -5.156  0.101  -0.062  -0.235
H  3.588  1.428  -1.293  0.092
C  -2.184  2.707  -3.056  -0.202
C  3.839  0.114  -3.580  -0.656
H  -1.602  -1.312  0.219  0.221
H  2.371  1.842  4.312  0.431
O  3.217  -4.817  2.670  -0.180
C  8.933  1.598  2.284  -0.701
H  10.780  2.320  -0.427  0.246
O  6.923  0.710  3.464  -0.497
C  -10.497  -5.723  -0.513  -0.571
H  3.254  -8.111  2.816  0.400
C  -3.598  -4.685  -1.496  -0.318
H  2.836  6.690  -1.839  0.248
H  -6.144  0.178  0.392  0.422
H  -1.885  3.289  3.021  0.162
O  1.571  1.341  -8.437  -0.366
H  5.439  -0.526  3.473  0.144
H  0.402  3.148  -3.702  0.180
H  -11.278  -5.031  -3.668  0.254
O  -3.616  1.400  -1.549  -0.301
H  2.841  2.783  -7.513  0.340
H  3.511  7.303  -0.251  0.333
H  -0.765  3.386  -5.021  0.361
H  9.456  2.280  2.955  0.327
C  -10.522  -5.013  -2.882  -0.529
F  -1.113  -1.293  5.012  -0.280
C  5.745  0.326  2.866  -0.118
H  -2.903  -4.068  -0.925  -0.106
H  5.079  2.422  -1.389  0.301
H  -1.777  1.100  1.278  -0.120
F  5.067  -2.863  0.615  -0.231
H  -4.221  3.231  -2.387  0.620
H  2.919  9.655  -1.279  0.353
H  -4.206  -1.977  1.587  -0.017
C  -0.776  1.073  5.305  0.271
H  -0.465  1.265  -8.382  0.302
O  9.146  2.232  0.995  -0.323
C  0.364  1.721  -7.841  -0.561
H  -0.471  3.517  0.105  0.075
H  -2.998  -5.015  -2.344  0.307
H  -8.710  -6.881  -0.994  0.373
H  0.252  1.311  -6.837  0.182
H  -6.462  -5.664  -0.222  0.378
C  3.005  8.706  -1.808  -1.327
H  2.299  8.728  -2.639  0.325
C  -0.829  -0.684  0.661  -1.022
H  -3.132  3.396  -1.097  0.256
H  4.456  -7.022  3.680  0.301
H  -0.061  4.736  -4.344  0.389
H  3.988  8.538  -2.247  0.381
H  4.415  -7.342  1.885  0.364
F  0.878  -0.473  4.540  -0.161
H  4.663  1.593  4.143  0.320
H  2.810  -0.151  -6.644  0.428
H  11.109  2.440  1.322  0.303
C  10.522  1.930  0.557  -0.700
H  2.511  2.757  2.782  0.469
H  2.192  -6.187  3.598  0.203
O  -8.156  -4.916  -0.932  -0.302
H  -10.744  -4.778  -0.029  0.299
H  -5.182  -0.731  -0.766  0.065
C  -1.097  0.762  0.496  0.521
H  0.066  -2.539  3.202  0.167
O  3.060  -4.422  0.436  -0.605
O  -0.580  -1.111  1.979  0.534
C  4.597  1.248  3.111  -0.575
H  6.802  2.022  1.812  0.236
O  4.730  1.107  -3.026  -0.444
O  3.316  0.728  2.932  0.154
C  2.792  1.712  -7.713  -0.694
C  -8.933  -6.003  -0.388  -0.559
C  -4.944  1.273  -0.931  -0.852
C  -0.198  -0.360  5.329  1.061
F  5.104  -3.132  2.815  -0.298
H  1.916  1.275  -3.253  -0.417
O  -0.871  -4.936  1.993  -0.422
H  -1.420  2.044  -2.650  0.142
C  -5.902  -3.868  -1.041  0.004
C  -0.434  3.755  -4.050  -0.792
C  2.968  0.896  -6.387  -0.608
O  1.666  5.413  0.371  -0.486
H  4.044  0.858  -6.218  0.451
H  -5.158  -0.868  2.470  0.490
C  -3.337  2.759  -1.958  -0.707